[1]
{"formula": "C5H11N", "method": "wB97M-V/def2-TZVPD", "homo_lumo_gap_ha": 0.36026, "energy_ev": -6851.517, "multiplicity": 1, "e_above_lowest_kj_mol": 194.1, "fmax_ev_per_a": 1.204, "smiles": "C=CC.C=CN", "homo_energy_ev": -8.69, "elements": ["C", "H", "H", "C", "C", "H", "H", "H", "H", "H", "N", "H", "H", "C", "H", "H", "C"], "xyz": [[1.87483, 0.25509, -1.48750], [0.50748, -1.71002, -0.48494], [1.20086, -1.80721, 1.22753], [-2.19922, -0.71993, 1.02982], [1.86387, -0.24776, -0.08166], [-3.11041, 1.07520, 0.62650], [2.54831, 0.21449, 0.61307], [-1.23338, 2.27263, 0.82311], [-0.60465, 1.32609, -0.41444], [2.78411, 0.79420, -1.73942], [-0.98314, 1.34487, 0.51745], [1.11409, 1.02723, -1.65917], [1.70289, -0.48932, -2.25373], [-2.15811, 0.55192, 0.68194], [-3.09991, -1.30872, 1.12927], [-1.31257, -1.32075, 1.17168], [1.10497, -1.25800, 0.30048]], "forces_ev_per_angstrom": [[-0.26, 1.14, -0.28], [-0.27, -0.19, 0.23], [-0.21, 0.43, 0.23], [0.50, -0.94, -0.18], [0.27, -0.31, 0.04], [-0.02, 0.11, -0.17], [0.07, 0.15, 0.15], [0.41, 0.32, -0.46], [0.02, 0.11, -0.09], [0.34, -0.21, 0.08], [-0.72, -0.32, 0.73], [-0.15, -0.06, 0.15], [-0.01, -0.41, 0.06], [-0.37, 0.18, 0.30], [-0.35, 0.45, 0.00], [0.27, 0.23, -0.02], [0.48, -0.69, -0.77]], "nbo_charge": [-0.65, 0.18, 0.20, -0.43, -0.17, 0.16, 0.20, 0.36, 0.37, 0.22, -0.85, 0.20, 0.22, -0.02, 0.20, 0.20, -0.40]}

---

[2]
{"formula": "C5H11N", "method": "wB97M-V/def2-TZVPD", "homo_lumo_gap_ha": 0.24595, "energy_ev": -6847.604, "multiplicity": 1, "e_above_lowest_kj_mol": 571.7, "fmax_ev_per_a": 4.067, "homo_energy_ev": -7.91, "elements": ["H", "C", "H", "H", "C", "H", "N", "H", "C", "H", "H", "H", "H", "H", "C", "C", "H"], "xyz": [[-1.57990, -1.99726, 0.96147], [0.63242, -1.17211, 1.03138], [1.39444, 0.46172, -1.54313], [0.03673, -1.24448, 1.93687], [-2.44868, -2.20109, 0.32452], [0.56296, 2.79681, 0.14839], [-0.68773, 0.53543, -0.39806], [0.96304, 2.67868, -1.58893], [1.26910, 0.77028, -0.50090], [-1.87402, -2.12578, -0.60807], [1.70939, -1.17975, 1.12712], [2.18055, 0.62317, 0.06533], [2.29496, 2.55517, -0.47265], [-3.23403, -1.50377, 0.62491], [1.22932, 2.36233, -0.58159], [0.21542, -0.15012, 0.12866], [-2.91676, -3.18655, 0.19843]], "forces_ev_per_angstrom": [[-0.69, -1.25, 0.73], [-0.20, 2.00, -1.27], [0.31, -0.28, 0.38], [-0.01, -0.40, -0.30], [0.65, -0.12, -0.42], [0.24, 0.20, 0.27], [0.76, -0.65, 0.39], [-0.32, 0.01, 0.16], [1.32, 2.76, -2.68], [-1.03, 0.99, -0.50], [-0.08, -0.20, 0.25], [-0.31, -0.83, 0.28], [-0.21, 0.90, 0.35], [0.19, 0.30, -0.93], [0.31, -1.69, -0.54], [-1.51, -1.70, 2.78], [0.58, -0.04, 1.06]], "nbo_charge": [0.23, -0.67, 0.23, 0.22, -0.89, 0.23, -0.10, 0.22, -0.37, 0.23, 0.20, 0.27, 0.21, 0.21, -0.57, 0.14, 0.22]}

---

[3]
{"formula": "C5H11N", "method": "wB97M-V/def2-TZVPD", "homo_lumo_gap_ha": 0.30210, "energy_ev": -6848.779, "multiplicity": 1, "e_above_lowest_kj_mol": 458.3, "fmax_ev_per_a": 0.341, "homo_energy_ev": -7.09, "elements": ["C", "H", "C", "H", "C", "H", "H", "H", "C", "H", "H", "H", "H", "C", "H", "H", "N"], "xyz": [[0.23451, 0.41031, -1.35715], [2.04539, 0.39944, -0.19188], [1.72315, 0.44405, -1.23729], [-0.54238, -1.62239, 2.62793], [-0.11034, -1.53842, 1.62271], [-0.24275, 0.59931, -2.31272], [2.12765, 1.36126, -1.67919], [2.17092, -0.40068, -1.77307], [-0.49109, -0.19441, 1.04444], [0.97392, -1.66144, 1.71423], [-1.50514, 1.95012, -0.26421], [-0.96387, 2.32598, -0.66797], [-2.63004, -0.44778, 0.06524], [-1.70571, 0.07884, 0.24448], [-0.03691, 0.66719, 1.55062], [-0.51566, -2.35229, 1.01294], [-0.53166, -0.01908, -0.39910]], "forces_ev_per_angstrom": [[-0.18, -0.22, 0.10], [-0.10, -0.02, -0.15], [0.07, -0.07, 0.02], [0.09, 0.01, -0.19], [0.02, -0.04, -0.03], [0.02, -0.10, 0.04], [-0.11, -0.14, 0.06], [0.07, 0.08, 0.06], [0.23, 0.00, 0.25], [-0.10, 0.00, -0.02], [-0.01, 0.31, -0.02], [0.00, 0.29, -0.04], [0.11, -0.06, -0.03], [-0.15, -0.21, -0.04], [-0.18, -0.12, 0.11], [0.08, 0.12, 0.06], [0.15, 0.14, -0.18]], "nbo_charge": [0.01, 0.22, -0.66, 0.22, -0.63, 0.20, 0.23, 0.22, -0.07, 0.21, 0.01, -0.08, 0.21, -0.24, 0.18, 0.22, -0.24]}

---

[4]
{"formula": "C5H11N", "method": "wB97M-V/def2-TZVPD", "homo_lumo_gap_ha": 0.35017, "energy_ev": -6852.595, "multiplicity": 1, "e_above_lowest_kj_mol": 90.1, "fmax_ev_per_a": 0.977, "smiles": "CCC/C=C/N", "homo_energy_ev": -8.34, "elements": ["H", "H", "C", "C", "H", "H", "H", "N", "H", "C", "H", "C", "H", "H", "H", "H", "C"], "xyz": [[1.61985, -0.65922, -0.90181], [-0.43756, -2.44472, 1.72315], [-0.06135, -1.87988, -0.31580], [0.10996, 1.51392, -0.57744], [0.39226, -2.83090, -0.60066], [-0.69363, -1.59528, -1.16335], [-0.96116, 3.21000, -0.00111], [-0.04458, 2.89256, -0.27925], [0.01271, 0.78550, 1.34394], [0.30602, 0.55801, 0.32530], [-1.52392, -1.15156, 1.10957], [-1.01337, -2.07787, 0.86842], [-1.78092, -2.82856, 0.68939], [0.25407, 1.32642, -1.63976], [0.37489, 3.47791, -0.98381], [1.58190, -1.01515, 0.79498], [0.94228, -0.75146, -0.05534]], "forces_ev_per_angstrom": [[-0.11, 0.30, -0.16], [-0.13, 0.26, 0.19], [-0.96, 0.14, -0.03], [0.77, 0.47, -0.13], [0.30, 0.08, 0.15], [0.19, 0.09, -0.16], [0.03, 0.03, -0.10], [-0.42, -0.03, 0.34], [0.48, -0.14, 0.19], [-0.26, 0.32, -0.83], [0.03, 0.13, 0.19], [0.48, -0.49, 0.03], [-0.02, -0.06, -0.25], [0.35, -0.29, 0.06], [-0.36, 0.06, -0.06], [0.00, -0.21, -0.05], [-0.37, -0.67, 0.60]], "nbo_charge": [0.21, 0.20, -0.39, -0.02, 0.20, 0.19, 0.37, -0.86, 0.20, -0.23, 0.21, -0.61, 0.21, 0.16, 0.37, 0.21, -0.43]}

---

[5]
{"formula": "C5H11N2", "method": "wB97M-V/def2-TZVPD", "homo_lumo_gap_ha": 0.40884, "energy_ev": -8334.186, "multiplicity": 1, "e_above_lowest_kj_mol": 283.0, "fmax_ev_per_a": 4.605, "smiles": "C[C@H]1[NH2+]C[C@H]2N[C@H]21", "total_charge": 1, "homo_energy_ev": -14.01, "elements": ["H", "H", "C", "H", "H", "N", "H", "C", "C", "H", "H", "N", "H", "H", "C", "H", "C", "H"], "xyz": [[0.60921, 1.70125, -1.94779], [1.58565, 1.67659, -0.45949], [0.69592, 1.31410, -0.90811], [1.28783, -0.52082, -1.56970], [-0.58594, -0.12886, -1.29918], [-1.53204, 0.93805, -0.12533], [-0.51082, 2.87471, 0.37504], [-0.41207, 1.81565, 0.10907], [-0.75406, 0.67380, 0.97930], [0.68542, -2.84728, 0.29831], [-0.85861, 0.84799, 2.04579], [0.50925, -0.16700, -0.97088], [1.39094, -0.18944, 1.01392], [-2.50081, 1.26534, -0.21890], [-0.01219, -2.02385, 0.64957], [-0.98307, -2.09689, 0.29501], [0.54136, -0.59469, 0.43047], [-0.05791, -2.27364, 1.79165]], "forces_ev_per_angstrom": [[-0.06, -0.06, 0.80], [1.45, -0.47, 0.04], [-1.44, 2.14, -0.28], [-1.34, -0.31, 0.26], [2.06, -0.67, 0.74], [-2.33, 0.36, -1.49], [0.04, -0.60, -0.12], [0.81, -1.00, -2.06], [3.87, -1.67, 0.19], [-0.95, 1.05, -0.14], [-0.71, -0.50, -0.18], [0.05, 1.69, -0.02], [-0.16, -0.78, -0.79], [0.62, -0.24, 0.81], [3.55, -0.40, 2.90], [-1.76, -0.31, -1.00], [-3.71, 0.95, 2.30], [0.02, 0.83, -1.95]], "nbo_charge": [0.23, 0.23, -0.24, 0.46, 0.49, -0.65, 0.26, -0.10, -0.04, 0.24, 0.25, -0.59, 0.24, 0.44, -0.66, 0.23, -0.05, 0.26]}

---

[6]
{"formula": "C5H11N2", "method": "wB97M-V/def2-TZVPD", "homo_lumo_gap_ha": 0.33748, "energy_ev": -8334.145, "multiplicity": 1, "e_above_lowest_kj_mol": 287.0, "fmax_ev_per_a": 5.662, "smiles": "C=N/C=C/CC[NH3+]", "total_charge": 1, "homo_energy_ev": -12.71, "elements": ["H", "H", "C", "H", "N", "N", "H", "H", "C", "C", "H", "H", "H", "H", "C", "H", "C", "H"], "xyz": [[-0.37312, 0.72002, -1.75492], [-0.04445, 2.03079, -0.74640], [-0.37374, -0.42047, 0.17543], [1.97982, -2.69296, 1.19761], [1.97384, -0.79999, 0.26068], [-0.70622, 1.61709, -1.38544], [0.67684, 0.04571, 1.78976], [3.46544, -2.39731, 0.13342], [0.74757, -0.60066, 0.93785], [-1.64606, 0.24231, 0.58037], [-0.82582, 2.24375, -2.24944], [-2.75906, 0.94535, -1.30791], [-2.50380, -0.43363, 0.70145], [-2.27243, 2.30588, -0.02006], [-2.02484, 1.31964, -0.55036], [-0.33343, -0.80151, -0.87844], [2.55513, -1.96276, 0.43640], [-1.43173, 0.84589, 1.53015]], "forces_ev_per_angstrom": [[0.35, 0.36, 0.38], [0.68, -0.02, 0.00], [1.05, -1.97, -0.15], [1.33, 1.28, -1.74], [2.13, -3.17, 0.61], [-1.88, 0.68, -1.41], [0.81, -0.41, 1.24], [1.15, 0.55, -1.17], [-1.93, 2.47, -3.01], [0.36, 1.81, 0.16], [-0.12, -0.80, 1.79], [0.49, 0.59, 0.91], [0.29, 0.26, 0.11], [-0.07, -1.47, -1.31], [0.65, 0.48, 0.43], [-0.05, -0.14, 0.99], [-4.60, 0.58, 3.25], [-0.66, -1.06, -1.09]], "nbo_charge": [0.45, 0.45, -0.27, 0.15, -0.43, -0.71, 0.21, 0.21, -0.01, -0.45, 0.45, 0.24, 0.26, 0.25, -0.21, 0.17, 0.01, 0.23]}

---

[7]
{"formula": "C5H11N2", "method": "wB97M-V/def2-TZVPD", "homo_lumo_gap_ha": 0.41554, "energy_ev": -8337.119, "multiplicity": 1, "e_above_lowest_kj_mol": 0.0, "fmax_ev_per_a": 0.533, "smiles": "C/C=N\\C(=[NH2+])CC", "total_charge": 1, "homo_energy_ev": -14.83, "elements": ["N", "C", "N", "H", "H", "C", "C", "C", "C", "H", "H", "H", "H", "H", "H", "H", "H", "H"], "xyz": [[0.83062, -1.90119, -0.58820], [-2.05263, -0.49162, 0.56694], [-0.87812, -0.92208, 0.55760], [1.09735, 1.56237, -0.49247], [-1.88220, 0.83976, -1.09903], [0.36392, -0.98596, 0.24451], [1.89258, 0.94586, -0.08181], [-2.60939, 0.49983, -0.36659], [1.33839, -0.06851, 0.92354], [0.21969, -2.53728, -1.07761], [1.82496, -2.02555, -0.69691], [2.15700, -0.66066, 1.33620], [0.84421, 0.45514, 1.74140], [-3.47458, 0.07082, -0.87322], [2.41122, 0.45469, -0.90064], [-2.98491, 1.34963, 0.20519], [-2.71758, -0.89559, 1.32708], [2.59780, 1.59828, 0.42424]], "forces_ev_per_angstrom": [[-0.03, -0.15, -0.22], [-0.10, -0.11, 0.09], [-0.23, -0.20, 0.15], [-0.05, 0.07, -0.07], [0.01, 0.00, -0.01], [0.44, -0.01, 0.31], [0.01, -0.01, 0.06], [-0.08, 0.29, -0.29], [0.15, 0.28, -0.10], [0.02, 0.03, 0.04], [-0.07, 0.05, 0.00], [-0.09, -0.07, 0.05], [-0.02, -0.18, -0.02], [-0.04, -0.03, -0.02], [0.05, 0.01, -0.08], [-0.02, 0.05, 0.04], [-0.02, -0.06, 0.07], [0.05, 0.05, 0.00]], "nbo_charge": [-0.72, 0.29, -0.38, 0.22, 0.24, 0.55, -0.60, -0.70, -0.46, 0.43, 0.43, 0.25, 0.25, 0.27, 0.22, 0.27, 0.22, 0.25]}